(1)
Formula: C4H7NO2
Source: the OMol25 dataset
Level of theory: ωB97M-V/def2-TZVPD

Calculated values
F_max = 0.077 Eh/bohr
LUMO = 0.0108 Eh
E_tot = -9840.482 eV
HOMO level = -9.7 eV
Total charge = 0
Relative energy (zero: lowest compared OMol25 entry of this formula, charge and spin) = 156.7 kcal/mol

Positions of all 14 atoms, in Å:
O1 1.60484 -1.13912 0.47614
O2 0.24595 1.18559 2.29090
N1 -0.68269 1.36732 1.28138
C1 0.26690 -0.30665 -1.15737
C2 0.28791 -0.82403 0.23386
C3 -0.60399 0.43036 0.43686
C4 -1.18703 0.32129 -0.96743
H1 0.02650 1.88858 2.91462
H2 1.82708 -1.42025 -0.57747
H3 1.19122 -1.25568 -1.66254
H4 -0.41910 -1.66418 0.39567
H5 -2.01927 -0.38697 -1.04619
H6 0.94999 0.54020 -1.25782
H7 -1.42752 1.26366 -1.47329

(2)
Formula: C4H7NO2
Source: the OMol25 dataset
Level of theory: ωB97M-V/def2-TZVPD

Calculated values
F_max = 0.007 Eh/bohr
LUMO = 0.0317 Eh
E_tot = -9843.876 eV
HOMO level = -8.7 eV
Total charge = 0
Relative energy (zero: lowest compared OMol25 entry of this formula, charge and spin) = 78.5 kcal/mol
SMILES string = C=C1ONC[C@@H]1O

Positions of all 14 atoms, in Å:
O1 -0.87235 1.16342 0.11962
O2 -0.54708 -1.76841 0.57857
N1 -0.77140 0.86452 -1.30636
C1 0.33601 -0.80168 0.03811
C2 -0.02670 -0.41834 -1.40166
C3 0.19382 0.53775 0.71208
C4 0.89920 1.09667 1.68680
H1 1.70104 0.55137 2.17199
H2 -1.41329 -1.35030 0.68270
H3 0.65918 2.09720 2.02864
H4 -0.62318 -1.21114 -1.86188
H5 1.34144 -1.22070 0.11737
H6 0.87094 -0.26609 -2.00843
H7 -1.74763 0.72573 -1.55754

(3)
Formula: C4H7NO2
Source: the OMol25 dataset
Level of theory: ωB97M-V/def2-TZVPD

Calculated values
F_max = 0.060 Eh/bohr
LUMO = 0.0396 Eh
E_tot = -9842.500 eV
HOMO level = -8.2 eV
Total charge = 0
Relative energy (zero: lowest compared OMol25 entry of this formula, charge and spin) = 110.2 kcal/mol

Positions of all 14 atoms, in Å:
O1 0.47850 0.53196 -1.42318
O2 -0.55562 0.36003 1.03774
N1 -2.58243 0.15395 0.29217
C1 1.16789 -1.32213 0.09791
C2 1.21643 1.25833 -0.41386
C3 -1.37148 -0.34788 0.28731
C4 0.50930 0.01002 -0.12581
H1 -3.28448 -0.31548 -0.22932
H2 0.77153 2.20486 -0.10388
H3 1.15591 -1.56316 1.16426
H4 0.64262 -2.10183 -0.45626
H5 -2.84007 0.98144 0.81944
H6 2.20844 -1.27142 -0.24238
H7 2.29345 1.26124 -0.54740

(4)
Formula: C4H7NO2
Source: the OMol25 dataset
Level of theory: ωB97M-V/def2-TZVPD

Calculated values
F_max = 0.012 Eh/bohr
LUMO = 0.0304 Eh
E_tot = -9846.057 eV
HOMO level = -10.0 eV
Total charge = 0
Relative energy (zero: lowest compared OMol25 entry of this formula, charge and spin) = 28.2 kcal/mol
SMILES string = [H]/N=C1/OC[C@@H](C)O1

Positions of all 14 atoms, in Å:
O1 -0.48779 -0.64763 1.03876
O2 1.09045 0.90157 0.80050
N1 1.77835 -1.24650 1.24296
C1 -0.92152 0.20782 -0.03279
C2 -0.45869 -0.45108 -1.33064
C3 -0.13244 1.46694 0.31840
C4 0.85647 -0.40533 1.07594
H1 -2.00538 0.32882 0.02765
H2 -1.04996 -0.13258 -2.18866
H3 0.09399 2.10151 -0.54198
H4 0.59905 -0.23358 -1.52552
H5 -0.60568 2.05897 1.11076
H6 -0.55094 -1.53555 -1.20949
H7 1.36680 -2.17277 1.31150

(5)
Formula: C4H7NO2
Source: the OMol25 dataset
Level of theory: ωB97M-V/def2-TZVPD

Calculated values
F_max = 0.017 Eh/bohr
LUMO = 0.0319 Eh
E_tot = -9845.305 eV
HOMO level = -9.2 eV
Total charge = 0
Relative energy (zero: lowest compared OMol25 entry of this formula, charge and spin) = 45.5 kcal/mol
SMILES string = O=C1CNC[C@@H]1O

Positions of all 14 atoms, in Å:
O1 -1.75871 0.98687 -0.86312
O2 -1.71472 -1.36592 0.41772
N1 0.98868 0.02801 -0.83738
C1 0.56130 1.35721 -0.26509
C2 -0.67523 -0.48881 0.71341
C3 0.72408 -0.93856 0.22840
C4 -0.81861 0.77399 -0.13468
H1 1.80030 -0.16238 -1.41564
H2 -0.65747 -0.25399 1.78652
H3 -2.14784 -0.96747 -0.35786
H4 1.48528 -0.87404 1.02370
H5 0.54972 2.24683 -0.90578
H6 0.66969 -1.97976 -0.11229
H7 0.99352 1.63802 0.72209

(6)
Formula: C4H7NO2
Source: the OMol25 dataset
Level of theory: ωB97M-V/def2-TZVPD

Calculated values
F_max = 0.009 Eh/bohr
LUMO = 0.0326 Eh
E_tot = -9844.762 eV
HOMO level = -10.1 eV
Total charge = 0
Relative energy (zero: lowest compared OMol25 entry of this formula, charge and spin) = 58.1 kcal/mol
SMILES string = O=C[C@]1(CO)CN1

Positions of all 14 atoms, in Å:
O1 2.17626 -0.31492 0.01915
O2 -2.30928 1.26983 -0.57571
N1 -0.12535 0.11249 1.41301
C1 -0.51451 -1.06455 0.64188
C2 -0.17986 0.21619 -0.03088
C3 -1.35391 0.59674 -0.87033
C4 1.19314 0.42568 -0.65232
H1 0.18203 -1.88920 0.55048
H2 -1.57363 -1.32197 0.65935
H3 -1.29277 0.04362 -1.83517
H4 -0.90452 0.52947 1.91204
H5 1.19208 0.10935 -1.70073
H6 2.02326 -0.14498 0.96352
H7 1.42112 1.50449 -0.62885